1.
DFT (ωB97M-V with the def2-TZVPD basis set) results for a structure of composition C9H21BiCl2O2P2 at a distorted geometry.

The frontier orbital gap is 0.270 hartree. The calculation puts the HOMO energy at -15.92 eV. Its energy above the lowest of the compared OMol25 structures with the same formula, charge and spin is 2.656 eV.

The geometry in ORCA input format:
```
! RIJCOSX wB97M-V def2-TZVPD def2/J DEFGRID3
* xyz 2 1
C -1.38 -0.02 -2.79
C -1.66 -0.25 -1.41
H -2.35 0.16 -3.27
H -0.92 -0.91 -3.23
H -0.70 0.82 -3.01
O -2.71 -0.60 -0.88
Cl 1.67 -0.14 -1.83
Bi -0.03 0.01 -0.06
P 0.29 -2.46 0.12
C -0.86 -3.17 1.27
C 0.04 -3.21 -1.47
H 0.27 -4.28 -1.36
H 2.11 -3.90 0.49
H 0.72 -2.77 -2.22
H 2.69 -2.24 0.10
H -1.90 -2.93 0.99
H -1.00 -3.09 -1.81
C 1.95 -2.82 0.66
H -0.73 -4.27 1.23
H 2.06 -2.59 1.73
H -0.67 -2.82 2.29
P 0.06 2.47 -0.13
C -1.07 3.14 1.08
C 1.70 3.05 0.31
H 0.32 2.81 -2.49
H -0.31 4.25 -1.62
H -1.39 2.87 -1.99
C -0.37 3.15 -1.70
H 2.49 2.42 -0.13
H 1.79 4.08 -0.06
H -1.03 4.24 0.99
H -0.76 2.84 2.10
H 1.81 3.04 1.40
H -2.10 2.80 0.90
Cl 2.04 0.34 1.69
O -0.07 -0.01 3.28
C 0.00 0.00 2.12
*
```

Mulliken population analysis, charges in e, atoms 1 to 6:
1. C -1.0989
2. C 0.7389
3. H 0.4186
4. H 0.2873
5. H 0.2384
6. O -0.4886

***

2.
DFT (ωB97M-V with the def2-TZVPD basis set) results for a structure of composition C39H80BF28N8O19PS2 at a distorted geometry.

The frontier orbital gap is 0.108 hartree. The calculation puts the HOMO energy at -5.99 eV.

The geometry in ORCA input format:
```
! RIJCOSX wB97M-V def2-TZVPD def2/J DEFGRID3
* xyz 0 1
C -25.13 -3.66 27.16
F -26.43 -3.51 27.35
F -24.46 -3.13 28.23
F -24.89 -4.97 27.16
S -24.48 -2.72 25.48
O -24.52 -1.30 25.83
O -23.24 -3.37 25.06
N -25.83 -3.15 24.43
S -25.18 -3.22 22.99
O -24.30 -2.09 22.75
O -24.66 -4.57 22.66
C -26.70 -2.79 21.92
F -27.31 -1.58 22.23
F -26.37 -2.86 20.59
F -27.67 -3.75 22.21
C -28.45 -1.17 26.29
C -28.97 -2.57 26.14
O -30.04 -2.87 26.64
N -28.40 -3.59 25.12
H -28.84 -3.29 24.26
H -27.45 -3.30 24.94
C -28.44 -5.07 25.56
H -27.48 -1.02 25.82
H -28.35 -0.91 27.34
H -29.12 -0.46 25.81
H -28.11 -5.67 24.71
H -29.40 -5.15 26.06
H -27.78 -5.29 26.40
C -26.38 -5.60 18.43
C -24.89 -5.76 18.11
O -24.15 -4.80 18.19
N -24.35 -7.23 18.15
H -23.35 -7.20 18.27
H -24.76 -7.63 18.98
C -24.83 -8.01 16.94
H -26.93 -5.97 17.55
H -26.57 -4.53 18.40
H -26.75 -5.86 19.42
H -25.90 -7.90 16.79
H -24.76 -9.09 17.10
H -24.29 -7.59 16.09
C -22.20 -6.42 26.11
C -20.81 -6.38 25.36
O -20.61 -7.08 24.39
N -19.94 -5.15 25.66
H -20.20 -4.71 26.53
H -18.96 -5.30 25.85
C -20.02 -4.18 24.48
H -22.14 -7.06 26.99
H -22.99 -6.91 25.54
H -22.45 -5.41 26.47
H -19.38 -4.49 23.65
H -19.75 -3.22 24.93
H -21.03 -4.04 24.11
C -24.58 2.95 24.32
C -23.07 3.07 24.17
O -22.45 3.92 24.79
N -22.36 2.10 23.19
H -22.51 2.27 22.21
H -21.36 2.19 23.18
C -22.60 0.67 23.58
H -24.91 2.14 24.99
H -25.02 2.76 23.34
H -25.02 3.81 24.82
H -22.23 0.35 24.55
H -22.21 0.29 22.63
H -23.67 0.45 23.61
C -22.82 -2.88 33.59
C -22.87 -3.43 32.09
O -22.67 -2.76 31.07
N -23.23 -4.92 31.87
H -22.50 -5.41 32.37
H -24.16 -5.15 32.18
C -23.00 -5.42 30.40
H -22.14 -3.40 34.26
H -23.81 -3.21 33.91
H -22.84 -1.80 33.75
H -23.90 -4.98 29.95
H -23.15 -6.49 30.54
H -22.06 -5.02 30.02
C -23.19 -0.01 28.16
C -22.03 1.00 28.19
O -22.35 2.16 28.08
N -20.48 0.60 28.24
H -20.07 1.09 29.03
H -20.31 -0.38 28.44
C -19.89 0.73 26.89
H -24.10 0.47 27.80
H -23.56 -0.44 29.09
H -22.92 -0.92 27.62
H -19.79 1.81 26.71
H -20.46 0.27 26.08
H -18.87 0.36 26.81
C -29.01 -2.21 19.08
C -30.33 -2.05 18.45
O -30.62 -2.29 17.30
N -31.44 -1.74 19.37
H -32.24 -2.30 19.11
H -31.22 -1.85 20.35
C -31.86 -0.26 19.15
H -28.35 -1.89 18.27
H -28.85 -3.26 19.33
H -29.00 -1.56 19.95
H -32.56 -0.02 19.96
H -32.29 -0.11 18.16
H -31.08 0.41 19.50
C -22.35 2.13 19.65
O -23.24 1.56 20.54
O -21.85 3.27 20.31
C -21.13 1.17 19.13
F -20.31 0.71 20.08
F -21.54 0.07 18.41
F -20.27 1.72 18.29
C -24.17 0.65 19.97
C -25.41 0.70 20.69
H -25.27 0.47 21.75
H -25.80 1.72 20.58
H -26.16 0.02 20.30
H -23.85 -0.39 20.00
H -24.43 0.81 18.92
H -22.87 2.53 18.78
C -21.12 -6.36 20.09
O -21.44 -5.02 19.77
O -21.39 -7.00 18.84
C -19.62 -6.42 20.58
F -19.36 -5.69 21.66
F -19.20 -7.62 21.00
F -18.81 -5.97 19.57
C -21.86 -4.10 20.76
C -20.98 -2.87 20.79
H -21.10 -2.27 21.69
H -19.94 -3.13 20.61
H -21.37 -2.18 20.04
H -21.85 -4.36 21.82
H -22.90 -3.83 20.60
H -21.88 -6.76 20.75
C -28.00 -0.15 30.72
O -28.28 -1.52 31.13
O -28.57 0.64 31.72
C -26.54 -0.10 30.15
F -25.67 -0.97 30.71
F -26.35 -0.35 28.87
F -26.02 1.15 30.36
C -28.42 -2.50 30.10
C -28.72 -3.97 30.64
H -27.72 -4.38 30.81
H -29.21 -4.05 31.61
H -29.27 -4.51 29.87
H -27.49 -2.65 29.54
H -29.17 -2.27 29.35
H -28.66 0.08 29.87
C -25.14 -8.33 21.68
O -24.13 -9.26 21.87
O -25.64 -8.68 20.42
C -26.13 -8.25 23.00
F -25.41 -8.03 24.15
F -27.04 -7.19 22.93
F -26.85 -9.35 23.09
C -22.98 -8.94 22.65
C -21.89 -9.95 22.26
H -22.26 -10.94 22.54
H -21.62 -9.84 21.22
H -21.07 -9.94 22.98
H -23.10 -9.07 23.72
H -22.45 -7.99 22.53
H -24.61 -7.38 21.65
P -24.67 -9.05 28.54
F -26.21 -9.15 27.97
F -24.26 -9.32 27.05
F -24.45 -7.45 28.36
F -23.14 -9.18 28.98
F -25.18 -8.88 30.08
F -24.84 -10.68 28.62
B -20.29 -2.74 27.86
F -20.56 -3.97 28.33
F -20.12 -1.89 28.90
F -19.10 -2.78 27.15
F -21.36 -2.46 27.00
*
```

Mulliken population analysis, charges in e, atoms 1 to 6:
1. C -0.0906
2. F -0.0633
3. F -0.0046
4. F -0.1209
5. S -0.5072
6. O 0.0107

***

3.
DFT (ωB97M-V with the def2-TZVPD basis set) results for the ion C5H14N2 with charge +1 at a distorted geometry.

The frontier orbital gap (spin up / spin down) is 0.386 / 0.215 hartree. As for the expectation value of S²: 0.75. The calculation puts the HOMO energy (spin up / spin down) at -13.17 / -13.03 eV. Its energy above the lowest of the compared OMol25 structures with the same formula, charge and spin is 0.669 eV.

The geometry in ORCA input format:
```
! RIJCOSX wB97M-V def2-TZVPD def2/J DEFGRID3
* xyz 1 2
C -0.49 -0.19 0.48
N 0.88 -0.32 0.88
C 1.13 -1.21 1.99
C 1.79 0.80 0.70
C -0.65 0.04 -1.09
C -0.96 1.54 -1.36
N -1.65 -0.84 -1.59
H -1.14 -1.02 0.75
H -0.90 0.67 1.03
H 0.34 -1.94 2.05
H 1.12 -0.71 2.97
H 2.15 -1.60 1.96
H 1.73 1.05 -0.36
H 1.53 1.67 1.29
H 2.82 0.51 0.86
H 0.37 -0.17 -1.42
H -0.30 2.19 -0.78
H -1.99 1.74 -1.09
H -0.77 1.70 -2.42
H -2.54 -0.69 -1.14
H -1.68 -1.03 -2.57
*
```

Mulliken population analysis, charges in e, atoms 1 to 6:
1. C -0.7277
2. N 0.2239
3. C -0.7767
4. C -0.8037
5. C 0.1159
6. C -1.3127